Entry i
ORCA calculation (ωB97M-V/def2-TZVPD) on a cluster of 2 separate species, C9H14O in total.

Summary:
- ⟨S²⟩ = 0.759
- 2S+1 = 2
- highest occupied orbital energy (alpha / beta) (hartree) = 0.0399 / -0.1245
- total charge = -1

Geometry as XYZ:
```
24
Properties=species:S:1:pos:R:3:mulliken_spin:R:1
C 0.5208 -2.3776 -0.7955 -0.01
C 1.9127 -1.3388 0.9829 0.34
C 1.1508 -1.1988 -0.2350 0.12
C 2.6122 -0.2933 1.5828 -0.02
C 1.0446 0.0894 -0.6766 -0.09
C 2.6419 0.9535 0.9609 0.01
C 1.8505 1.1470 -0.2044 0.45
H 1.9187 -2.2786 1.5477 0.08
H 3.1743 -0.4276 2.4990 -0.01
H -0.0310 -3.1988 -0.3239 0.00
H 1.2830 -2.9724 -1.3502 0.03
H 0.3346 0.5447 -1.3720 -0.06
H 3.1572 1.7817 1.4487 -0.02
H 2.1127 1.9929 -0.8452 0.05
H -0.1307 -2.1164 -1.6558 0.01
C -3.1572 0.3427 -0.2785 0.10
C -3.4199 1.5268 0.6831 0.23
O -2.7947 0.9213 -1.5740 -0.07
H -2.3744 -0.3753 -0.0560 0.00
H -4.0438 -0.2612 -0.5265 -0.01
H -3.0812 1.3716 1.6974 -0.11
H -3.1286 1.8107 -1.5227 0.00
H -4.4564 1.8066 0.5205 -0.04
H -2.8552 2.3648 0.2674 -0.01
```

=====

Entry ii
ORCA calculation (ωB97M-V/def2-TZVPD) on a cluster of 2 separate species, C9H14O in total.

Summary:
- ⟨S²⟩ = 0.762
- 2S+1 = 2
- highest occupied orbital energy (alpha / beta) (hartree) = 0.0210 / -0.1229
- total charge = -1

Geometry as XYZ:
```
24
Properties=species:S:1:pos:R:3:mulliken_spin:R:1
C -0.7069 1.3712 -1.1421 0.07
C -2.9583 -1.3645 0.9394 -0.12
C -1.8816 -0.8397 1.6111 0.05
C -3.3401 -1.3493 -0.3758 0.19
C -0.9049 -0.1624 0.7751 0.58
C -2.5512 -0.4831 -1.1631 0.05
C -1.4326 0.2138 -0.5522 0.11
H -3.6637 -1.9849 1.4904 0.03
H -1.7359 -0.6564 2.6644 0.05
H -4.2060 -1.9491 -0.7723 -0.01
H 0.0766 0.0521 0.9857 -0.03
H -2.6754 -0.2887 -2.3144 0.02
H -0.7076 1.4586 -2.1896 0.01
H 0.4077 1.1595 -0.7575 -0.07
H -1.0539 2.4543 -0.8951 0.00
C 3.4400 0.5519 0.7221 -0.01
C 2.6350 -0.5063 -0.1065 0.16
O 3.7805 1.6781 -0.1534 0.00
H 2.7585 0.7957 1.6690 0.00
H 4.4072 0.1275 1.0322 0.00
H 3.1056 -1.0189 -0.9184 -0.02
H 3.0448 1.9990 -0.6465 0.00
H 1.8375 0.0966 -0.4866 -0.04
H 2.3247 -1.3551 0.5840 -0.02
```

=====

Which is most stable? The ranking, best first, is entry i, entry ii.

=====

Entry i
ORCA calculation (ωB97M-V/def2-TZVPD) on a cluster of 2 separate species, C3H6INO2 in total.

Summary:
- highest occupied orbital energy (alpha / beta) (hartree) = -0.2968 / -0.3183
- total charge = 0

Geometry as XYZ:
```
13
Properties=species:S:1:pos:R:3:nbo_charge:R:1
C 0.1757 1.0044 0.6002 0.55
C -0.5384 -1.7489 -0.2747 -0.55
C -0.2212 0.6837 -0.8144 0.13
N 1.4042 0.6641 1.0634 -0.81
O -0.7355 1.4789 1.2598 -0.62
O -1.3366 1.2117 -1.2065 -0.67
I 1.2445 0.6332 -2.3461 0.13
H -1.1993 -1.3589 0.4262 0.17
H 0.3128 -1.9149 0.3195 0.16
H -0.8158 -2.4131 -1.0408 0.19
H 2.0279 0.1418 0.4513 0.40
H 1.3860 0.1848 1.9305 0.40
H -1.7043 1.4332 -0.3685 0.50
```

=====

Entry ii
ORCA calculation (ωB97M-V/def2-TZVPD) on a cluster of 2 separate species, C3H6INO2 in total.

Summary:
- highest occupied orbital energy (hartree) = -0.3281
- total charge = 0
- structure (SMILES) = C=[N+]([O-])O.C=CI

Geometry as XYZ:
```
13
Properties=species:S:1:pos:R:3:nbo_charge:R:1
C 1.8088 -0.0449 -0.2594 -0.31
N 1.6239 0.8295 0.7077 0.40
O 0.6598 1.5119 0.9249 -0.44
O 2.7388 0.8603 1.5996 -0.58
H 0.9988 0.0153 -0.9581 0.22
H 2.7699 -0.4994 -0.2749 0.22
H 2.4975 1.4336 2.3943 0.49
C -1.6334 -1.2034 -0.9411 -0.43
C -2.5819 -0.2425 -0.7325 -0.32
I -3.0594 0.2670 1.2590 0.11
H -1.1088 -1.7996 -0.2168 0.22
H -1.5851 -1.3456 -2.0131 0.21
H -3.1288 0.2178 -1.4895 0.20
```

=====

Which is most stable? The ranking, best first, is entry i, entry ii.

=====

Entry i
ORCA calculation (ωB97M-V/def2-TZVPD) on an isolated molecule of C26H33N3O.

Summary:
- highest occupied orbital energy (hartree) = -0.2878
- total charge = 0
- structure (SMILES) = C=C(C)c1cccc(C(C)(C)NC(=O)N2CCN(C/C=C/c3ccccc3)CC2)c1

Geometry as XYZ:
```
63
Properties=species:S:1:pos:R:3:nbo_charge:R:1
C -6.7068 -1.6110 2.2086 -0.39
C -6.4193 -0.5264 1.4968 0.02
C -7.2003 0.7459 1.6629 -0.64
C -5.3165 -0.5119 0.5204 -0.08
C -5.0343 -1.6404 -0.2443 -0.20
C -4.0020 -1.6191 -1.1622 -0.22
C -3.2418 -0.4776 -1.3292 -0.17
C -3.4992 0.6606 -0.5721 -0.02
C -2.6470 1.8966 -0.8124 0.10
C -3.0635 2.5207 -2.1502 -0.60
C -2.7544 2.9450 0.3002 -0.63
N -1.2602 1.4527 -0.9505 -0.66
C -0.6581 0.7423 0.0579 0.80
O -1.2372 0.4181 1.0766 -0.66
N 0.6739 0.4492 -0.1536 -0.47
C 1.2406 0.2243 -1.4678 -0.23
C 1.0682 -1.2558 -1.8658 -0.23
N 1.5923 -2.1915 -0.8979 -0.44
C 2.9876 -2.5727 -1.0379 -0.24
C 4.0054 -1.4793 -0.8753 -0.19
C 4.7280 -1.3041 0.2298 -0.20
C 5.7110 -0.2587 0.4771 -0.09
C 6.4882 -0.3272 1.6354 -0.19
C 7.4402 0.6341 1.9135 -0.21
C 7.6339 1.6925 1.0416 -0.21
C 6.8654 1.7800 -0.1078 -0.22
C 5.9153 0.8177 -0.3881 -0.14
C 1.1274 -1.8834 0.4400 -0.23
C 1.3058 -0.4108 0.8342 -0.25
C -4.5433 0.6330 0.3366 -0.16
H -6.1307 -2.5164 2.1307 0.20
H -7.5173 -1.6224 2.9182 0.19
H -8.1387 0.5525 2.1767 0.22
H -7.4110 1.1961 0.6943 0.22
H -6.6338 1.4643 2.2549 0.22
H -5.6369 -2.5290 -0.1306 0.21
H -3.7900 -2.4975 -1.7553 0.21
H -2.4345 -0.4711 -2.0474 0.20
H -4.1149 2.7937 -2.1164 0.22
H -2.4788 3.4168 -2.3524 0.20
H -2.9185 1.8130 -2.9629 0.22
H -2.5348 2.4830 1.2586 0.24
H -3.7454 3.3895 0.3237 0.21
H -2.0288 3.7372 0.1201 0.21
H -0.6766 2.0452 -1.5190 0.39
H 0.7654 0.8554 -2.2183 0.20
H 2.3019 0.4867 -1.4130 0.20
H 1.5359 -1.4423 -2.8348 0.20
H -0.0079 -1.4527 -1.9534 0.20
H 3.0920 -3.0134 -2.0363 0.20
H 3.1725 -3.3584 -0.3000 0.20
H 4.1219 -0.8196 -1.7240 0.19
H 4.5988 -2.0056 1.0465 0.20
H 6.3418 -1.1504 2.3208 0.21
H 8.0329 0.5596 2.8137 0.21
H 8.3770 2.4460 1.2568 0.21
H 7.0086 2.6059 -0.7898 0.21
H 5.3245 0.9079 -1.2873 0.20
H 1.6391 -2.5300 1.1536 0.20
H 0.0548 -2.1088 0.4723 0.21
H 0.8284 -0.2247 1.7962 0.24
H 2.3647 -0.1431 0.8873 0.20
H -4.7508 1.5008 0.9394 0.20
```

=====

Entry ii
ORCA calculation (ωB97M-V/def2-TZVPD) on an isolated molecule of C26H33N3O.

Summary:
- highest occupied orbital energy (hartree) = -0.3197
- total charge = 0
- structure (SMILES) = Cc1ccc(C)c(-c2[nH]ncc2CN2CCC[C@@](CO)(Cc3ccccc3C)C2)c1

Geometry as XYZ:
```
63
Properties=species:S:1:pos:R:3:nbo_charge:R:1
C -3.5916 -1.1728 1.3721 -0.63
C -3.3353 -0.0578 0.4042 -0.04
C -3.8100 -0.1043 -0.9001 -0.19
C -3.5758 0.9428 -1.7709 -0.20
C -2.8394 2.0569 -1.3878 0.00
C -2.6453 3.1824 -2.3595 -0.64
C -2.3298 2.0957 -0.0877 -0.09
C -1.4731 3.1869 0.3835 0.13
N -1.8082 3.9647 1.4410 -0.32
N -0.8681 4.8564 1.7422 -0.26
C 0.1062 4.6463 0.8804 -0.04
C -0.2097 3.6067 -0.0131 -0.17
C 0.6712 3.0164 -1.0701 -0.22
N 1.4847 1.8879 -0.6251 -0.47
C 2.5175 2.2424 0.3335 -0.23
C 3.4700 1.0624 0.5030 -0.40
C 2.7163 -0.1920 0.9434 -0.42
C 1.4979 -0.4937 0.0587 -0.04
C 1.9058 -1.0191 -1.3302 -0.06
O 2.6855 -0.1405 -2.0928 -0.75
C 0.5558 -1.5220 0.7372 -0.42
C 1.0691 -2.9363 0.7926 -0.04
C 2.0368 -3.2660 1.7358 -0.15
C 2.5644 -4.5407 1.8201 -0.24
C 2.1107 -5.5234 0.9601 -0.21
C 1.1162 -5.2205 0.0492 -0.21
C 0.5785 -3.9425 -0.0469 -0.01
C -0.5355 -3.7038 -1.0252 -0.63
C 0.6801 0.7967 -0.1051 -0.23
C -2.6056 1.0543 0.7950 -0.15
H -4.1079 -1.9975 0.8871 0.22
H -2.6547 -1.5426 1.7875 0.22
H -4.2059 -0.8215 2.2008 0.22
H -4.3748 -0.9625 -1.2347 0.21
H -3.9711 0.8992 -2.7758 0.21
H -2.1597 4.0336 -1.8898 0.23
H -3.6101 3.5030 -2.7510 0.22
H -2.0400 2.8588 -3.2062 0.22
H -2.6699 3.9398 1.9632 0.41
H 0.9982 5.2400 0.9130 0.21
H 0.0607 2.6559 -1.9028 0.21
H 1.3546 3.7832 -1.4458 0.21
H 3.0634 3.1084 -0.0494 0.20
H 2.0816 2.5152 1.3110 0.17
H 3.9777 0.8708 -0.4413 0.23
H 4.2242 1.3133 1.2517 0.21
H 3.3978 -1.0433 0.9301 0.22
H 2.3682 -0.0446 1.9703 0.19
H 0.9824 -1.2571 -1.8842 0.15
H 2.4861 -1.9410 -1.2246 0.19
H 2.3178 0.7513 -1.9543 0.49
H -0.3976 -1.4944 0.2087 0.22
H 0.3741 -1.1778 1.7597 0.21
H 2.3762 -2.5105 2.4282 0.20
H 3.3208 -4.7654 2.5576 0.21
H 2.5149 -6.5237 1.0088 0.21
H 0.7428 -5.9970 -0.6036 0.21
H -1.4205 -3.3197 -0.5186 0.21
H -0.8046 -4.6338 -1.5201 0.22
H -0.2445 -2.9855 -1.7886 0.22
H -0.1444 0.6174 -0.8016 0.21
H 0.2424 1.0595 0.8739 0.18
H -2.2177 1.1043 1.8037 0.21
```

=====

Which is most stable? The ranking, best first, is entry ii, entry i.

=====

Entry i
ORCA calculation (ωB97M-V/def2-TZVPD) on a cluster of 2 separate species, C4H12S2 in total.

Summary:
- highest occupied orbital energy (hartree) = -0.3113
- total charge = 0
- structure (SMILES) = CSC.CSC

Geometry as XYZ:
```
18
Properties=species:S:1:pos:R:3:nbo_charge:R:1
C -2.4001 1.0911 -0.0339 -0.76
S -2.2637 -0.6817 0.2494 0.19
C -1.6648 -0.6249 1.9464 -0.76
H -2.7670 1.2455 -1.0626 0.23
H -1.4233 1.5927 0.0702 0.22
H -3.1120 1.5581 0.6673 0.21
H -0.7007 -0.0937 2.0165 0.22
H -2.3894 -0.1283 2.6135 0.21
H -1.5210 -1.6621 2.2930 0.23
C 2.4000 -1.0911 0.0339 -0.76
S 2.2640 0.6817 -0.2495 0.19
C 1.6650 0.6249 -1.9465 -0.76
H 2.7669 -1.2456 1.0626 0.23
H 3.1116 -1.5584 -0.6673 0.21
H 1.4230 -1.5924 -0.0701 0.22
H 2.3893 0.1280 -2.6136 0.21
H 0.7007 0.0940 -2.0164 0.22
H 1.5215 1.6621 -2.2931 0.23
```

=====

Entry ii
ORCA calculation (ωB97M-V/def2-TZVPD) on a cluster of 2 separate species, C4H12S2 in total.

Summary:
- highest occupied orbital energy (hartree) = -0.3057
- total charge = 0
- structure (SMILES) = CSC.CSC

Geometry as XYZ:
```
18
Properties=species:S:1:pos:R:3:nbo_charge:R:1
C -1.8608 0.6039 1.3374 -0.75
S -2.2005 0.8738 -0.4147 0.19
C -1.8300 -0.7954 -0.9616 -0.74
H -2.5467 -0.1318 1.7472 0.21
H -0.8417 0.2417 1.4749 0.20
H -1.9292 1.5545 1.8614 0.23
H -0.8406 -1.0601 -0.6115 0.21
H -1.9074 -0.8378 -2.0369 0.23
H -2.5922 -1.4591 -0.5581 0.21
C 1.8881 -1.2342 -0.5259 -0.75
S 1.7313 0.3715 -1.3610 0.18
C 1.8067 1.4660 0.0657 -0.74
H 2.8953 -1.6114 -0.6206 0.22
H 1.6000 -1.1340 0.5158 0.22
H 1.2158 -1.9529 -0.9786 0.22
H 1.9928 2.4760 -0.2765 0.23
H 2.5732 1.1612 0.7533 0.21
H 0.8459 1.4681 0.5897 0.21
```

=====

Which is most stable? The ranking, best first, is entry i, entry ii.

=====

Entry i
ORCA calculation (ωB97M-V/def2-TZVPD) on an isolated molecule of C3H4P2.

Summary:
- highest occupied orbital energy (alpha / beta) (hartree) = -0.2924 / -0.2805
- total charge = 0

Geometry as XYZ:
```
9
Properties=species:S:1:pos:R:3:nbo_charge:R:1
C -0.1446 -0.8375 -0.7727 -0.37
C 0.4897 0.8870 1.5672 -1.11
C -0.8355 -0.9486 -1.8580 -0.47
P 1.9051 1.6133 2.3155 0.37
P 0.9679 -0.8849 0.4965 0.57
H -0.3822 0.5143 2.1498 0.26
H 0.2909 1.7341 0.8226 0.27
H -1.6810 -1.7570 -1.9520 0.24
H -0.6103 -0.3207 -2.7689 0.24
```

=====

Entry ii
ORCA calculation (ωB97M-V/def2-TZVPD) on a cluster of 2 separate species, C3H4P2 in total.

Summary:
- highest occupied orbital energy (alpha / beta) (hartree) = -0.2802 / -0.2775
- total charge = 0

Geometry as XYZ:
```
9
Properties=species:S:1:pos:R:3:nbo_charge:R:1
C -1.2425 -0.4199 0.7481 -0.41
C -0.4263 0.4468 0.1325 -0.24
C 0.9505 0.1230 -0.2379 -0.78
P 2.4512 0.9422 0.2145 0.44
P 2.1568 -1.1455 -0.1764 0.49
H -2.2845 -0.1915 0.7900 0.19
H -1.1181 -1.4772 0.7570 0.19
H -0.8823 1.3918 -0.1077 0.22
H 0.3951 0.3302 -2.1202 -0.11
```

=====

Which is most stable? The ranking, best first, is entry i, entry ii.

=====

Entry i
ORCA calculation (ωB97M-V/def2-TZVPD) on the ion C8H10N3 with charge +1.

Summary:
- highest occupied orbital energy (hartree) = -0.4737
- total charge = +1

Geometry as XYZ:
```
21
Properties=species:S:1:pos:R:3:nbo_charge:R:1
C 0.1989 -1.5687 0.0045 -0.31
C 0.7804 -1.3570 1.2935 0.06
C -0.0834 -0.2638 -0.5065 0.20
C 0.2135 0.6779 0.5037 -0.13
C -0.9474 1.4164 -1.7656 0.05
C -0.0486 2.0253 0.3957 0.60
C 1.3928 0.4580 2.8001 -0.42
C -1.1744 -0.8411 -2.7184 -0.41
N -0.0213 3.1213 0.8309 -0.55
N 0.7198 -0.0403 1.6128 -0.27
N -0.7230 0.1319 -1.6835 -0.36
H 0.0046 -2.5087 -0.4940 0.25
H 1.3669 -2.0966 1.8576 0.25
H -1.2887 1.7835 -2.7200 0.17
H 0.7363 0.2767 3.6799 0.24
H 2.3850 -0.1393 2.8307 0.24
H 1.5424 1.6021 2.6398 0.24
H -2.2716 -0.9826 -2.6696 0.24
H -0.6773 -1.8623 -2.5216 0.23
H -0.9564 -0.4669 -3.6369 0.23
H -0.1314 4.1245 0.6305 0.47
```

=====

Entry ii
ORCA calculation (ωB97M-V/def2-TZVPD) on a structure of composition C8H10N3.

Summary:
- highest occupied orbital energy (hartree) = -0.4789
- total charge = +1

Geometry as XYZ:
```
21
Properties=species:S:1:pos:R:3:nbo_charge:R:1
C 1.0438 1.0520 1.8267 0.23
C -0.2847 0.6028 1.9126 0.21
C -0.5031 1.7524 0.8366 0.34
C 0.4399 -1.2806 -0.9236 -0.43
C -1.7148 0.3407 -1.1943 -0.36
C 0.0443 -1.6055 0.5714 -0.23
C -0.1672 0.0398 -1.2946 -0.23
C -0.8504 0.5486 -0.0629 0.08
N 0.8402 2.1924 1.2064 -0.48
N -1.2831 1.6382 1.9584 -0.49
N -0.7969 -0.4966 0.9883 -0.37
H 1.9025 0.4306 2.0271 0.26
H 1.5400 -1.1783 -1.1369 0.23
H 0.1075 -2.0213 -1.5623 0.24
H -2.0425 1.3112 -1.7714 0.25
H -2.4164 -0.3437 -1.0457 0.23
H -0.5365 -2.5620 0.7463 0.24
H 0.8743 -1.6833 1.1959 0.19
H 0.2589 0.6923 -2.0071 0.25
H 1.3833 2.9640 0.9554 0.45
H -1.1185 2.1987 2.7637 0.41
```

=====

Which is most stable? The ranking, best first, is entry i, entry ii.